{
  "formula": "C4H5NO2",
  "method": "the ωB97M-V functional and the def2-TZVPD basis",
  "smiles": "O=CC(=O)N1CC1",
  "charge": 0,
  "gap_ev": 9.72,
  "e_lumo_ev": -0.3,
  "species": ["O", "C", "C", "O", "N", "C", "C", "H", "H", "H", "H", "H"],
  "coordinates": [[-0.420690, -0.181166, 2.565728], [-1.207360, -0.497709, 1.713041], [-1.027566, -0.194053, 0.223700], [-1.850020, -0.603172, -0.567829], [0.048977, 0.620664, -0.080997], [0.583131, 0.634578, -1.420182], [1.379954, 0.072246, -0.295026], [-2.147000, -1.047381, 1.917546], [0.821080, 1.625299, -1.797821], [0.134703, -0.050923, -2.135056], [1.481525, -1.011325, -0.260511], [2.203265, 0.632944, 0.137406]],
  "forces_ev_per_angstrom": [[-0.3410, -0.1815, -0.4409], [0.2266, 0.0101, 0.3858], [-0.0932, -0.0191, -0.3489], [0.2601, 0.2258, 0.3355], [-0.2797, -0.0171, 0.0718], [-0.0327, 0.0299, -0.2637], [0.2654, -0.1108, 0.0678], [0.1168, 0.0499, 0.0238], [-0.0113, -0.1741, 0.0533], [0.0896, 0.0662, 0.1172], [-0.0368, 0.1809, 0.0410], [-0.1637, -0.0603, -0.0427]]
}